1.
Entry from OMol25: an isolated ion of composition C5H6NO4PS and charge -2 (ωB97M-V with the def2-TZVPD basis set).

Last column: natural (NBO) charge in e.
CARTESIAN COORDINATES (ANGSTROEM)
S1 1.60 -0.99 0.35  0.11
P1 -1.70 0.07 -0.31  2.22
O1 -1.65 -0.16 -1.84  -1.19
O2 0.04 3.28 0.72  -0.66
O3 -2.87 0.77 0.31  -1.16
O4 -2.08 -2.40 0.79  -0.91
N1 -0.21 0.99 0.14  -0.73
C1 0.42 2.19 0.30  0.68
C2 -1.21 -1.44 0.64  -0.17
C3 0.93 0.40 -0.56  -0.20
C4 0.20 -2.00 0.18  -0.62
C5 1.72 1.71 -0.21  -0.52
H1 2.43 1.45 0.56  0.22
H2 0.65 -0.10 -1.47  0.25
H3 -0.83 -1.01 1.70  0.05
H4 0.25 -2.16 -0.94  0.19
H5 2.02 2.39 -1.02  0.21
H6 0.28 -2.99 0.67  0.23

The calculated total energy is -1289.4011 a.u. As for the largest force on an atom: 3.1 eV Å⁻¹. As for the SMILES: O=C1C[C@H]2SC[C@H]([O-])[P@](=O)([O-])N12. Its total charge is -2. The HOMO energy is 0.015 Ha. The energy above the lowest of the compared OMol25 structures with the same formula, charge and spin is 0.480 eV. As for the spin multiplicity: 1.


2.
Entry from OMol25: an isolated ion of composition C5H6NS and charge +1 (ωB97M-V with the def2-TZVPD basis set).

Last column: natural (NBO) charge in e.
CARTESIAN COORDINATES (ANGSTROEM)
S1 2.88 -0.62 0.27  0.28
N1 -1.65 -0.93 0.16  -0.18
C1 0.37 0.26 0.21  0.12
C2 1.22 -0.85 0.29  -0.38
C3 -1.01 0.19 0.11  -0.14
C4 -2.35 -1.83 0.00  0.40
C5 0.97 1.61 -0.13  -0.67
H1 0.83 2.23 0.74  0.26
H2 -1.47 1.11 -0.23  0.27
H3 1.93 1.25 -0.51  0.26
H4 -2.93 -2.64 -0.39  0.30
H5 0.36 2.11 -0.93  0.24
H6 0.84 -1.90 0.41  0.24

The calculated total energy is -646.6621 a.u. As for the largest force on an atom: 4.8 eV Å⁻¹. As for the SMILES: C#[N+]/C=C(/C)C=S. Its total charge is +1. The HOMO energy (alpha / beta) is -0.480 / -0.480 Ha. The energy above the lowest of the compared OMol25 structures with the same formula, charge and spin is 2.864 eV. As for the spin multiplicity: 1.


3.
Entry from OMol25: C5H6O in the gas phase (ωB97M-V with the def2-TZVPD basis set).

Last column: natural (NBO) charge in e.
CARTESIAN COORDINATES (ANGSTROEM)
O1 -0.62 1.06 0.50  -0.41
C1 -0.23 -0.19 0.26  0.24
C2 -1.30 -1.22 0.33  -0.65
C3 2.25 -0.69 -0.42  -0.20
C4 -0.05 2.04 -0.14  -0.09
C5 1.09 -0.43 -0.17  -0.14
H1 3.27 -0.94 -0.58  0.24
H2 -0.85 -2.22 0.41  0.23
H3 -1.96 -1.05 1.19  0.23
H4 -0.07 3.02 0.32  0.17
H5 0.40 1.82 -1.10  0.17
H6 -1.92 -1.20 -0.58  0.22

The calculated total energy is -269.1728 a.u. As for the largest force on an atom: 1.6 eV Å⁻¹. The HOMO energy (alpha / beta) is -0.274 / -0.265 Ha. The energy above the lowest of the compared OMol25 structures with the same formula, charge and spin is 4.720 eV. As for the spin multiplicity: 1.


4.
Entry from OMol25: C5H6O as an isolated structure (ωB97M-V with the def2-TZVPD basis set).

Last column: natural (NBO) charge in e.
CARTESIAN COORDINATES (ANGSTROEM)
O1 1.53 0.43 -0.53  -0.52
C1 1.07 0.28 0.81  -0.05
C2 -1.36 0.48 -0.03  -0.02
C3 -0.23 -0.39 0.31  -0.34
C4 -2.34 1.12 -0.30  -0.23
C5 0.73 -0.71 -0.85  -0.05
H1 0.37 -0.71 -1.89  0.20
H2 -3.21 1.69 -0.54  0.24
H3 1.29 -1.62 -0.57  0.16
H4 1.66 -0.52 1.30  0.16
H5 1.07 1.21 1.38  0.20
H6 -0.58 -1.25 0.90  0.23

The calculated total energy is -269.2363 a.u. As for the largest force on an atom: 0.6 eV Å⁻¹. The HOMO energy is -0.366 Ha. The energy above the lowest of the compared OMol25 structures with the same formula, charge and spin is 2.991 eV. As for the spin multiplicity: 1.


5.
Entry from OMol25: C5H6O in the gas phase (ωB97M-V with the def2-TZVPD basis set).

Last column: natural (NBO) charge in e.
CARTESIAN COORDINATES (ANGSTROEM)
O1 -1.13 -1.20 1.10  -0.65
C1 1.80 -0.43 0.04  -0.67
C2 0.45 0.20 -0.02  0.00
C3 -0.62 0.24 -0.89  -0.10
C4 -0.76 -0.08 0.77  0.45
C5 -1.65 0.89 0.06  -0.46
H1 1.71 -1.52 0.02  0.25
H2 -1.46 1.96 0.08  0.23
H3 -0.79 -0.40 -1.75  0.24
H4 -2.71 0.62 0.13  0.23
H5 2.29 -0.17 0.98  0.24
H6 2.46 -0.11 -0.78  0.23

The calculated total energy is -269.2359 a.u. As for the largest force on an atom: 1.8 eV Å⁻¹. The HOMO energy is -0.332 Ha. The energy above the lowest of the compared OMol25 structures with the same formula, charge and spin is 3.002 eV. As for the spin multiplicity: 1.


6.
Entry from OMol25: C5H6O in the gas phase (ωB97M-V with the def2-TZVPD basis set).

Last column: natural (NBO) charge in e.
CARTESIAN COORDINATES (ANGSTROEM)
O1 -2.43 -0.18 2.74  -0.49
C1 0.11 0.38 0.40  0.10
C2 0.56 -0.86 -1.71  -0.59
C3 1.03 0.22 -0.73  -0.49
C4 -0.68 0.47 1.31  -0.16
C5 -1.59 0.63 2.43  0.37
H1 0.55 -1.84 -1.23  0.22
H2 1.21 -0.90 -2.59  0.21
H3 -0.46 -0.64 -2.05  0.22
H4 2.03 -0.03 -0.33  0.24
H5 1.14 1.18 -1.25  0.24
H6 -1.46 1.57 3.01  0.13

The calculated total energy is -269.2815 a.u. As for the largest force on an atom: 0.5 eV Å⁻¹. As for the SMILES: CCC#CC=O. The HOMO energy is -0.381 Ha. The energy above the lowest of the compared OMol25 structures with the same formula, charge and spin is 1.762 eV. As for the spin multiplicity: 1.


7.
Entry from OMol25: C5H6O as an isolated structure (ωB97M-V with the def2-TZVPD basis set).

Last column: natural (NBO) charge in e.
CARTESIAN COORDINATES (ANGSTROEM)
O1 -2.27 0.51 0.61  -0.51
C1 -0.17 -0.63 0.87  -0.37
C2 -0.74 0.30 -1.24  -0.34
C3 -0.64 0.77 -2.36  -0.08
C4 -1.14 0.26 0.26  0.50
C5 1.26 -0.18 1.00  -0.63
H1 -0.56 -1.12 1.76  0.23
H2 1.37 0.54 1.82  0.22
H3 1.63 0.28 0.08  0.22
H4 -0.48 1.18 -3.33  0.24
H5 -0.16 -0.86 -0.70  0.31
H6 1.90 -1.04 1.23  0.22

The calculated total energy is -269.1553 a.u. As for the largest force on an atom: 2.6 eV Å⁻¹. The HOMO energy is -0.327 Ha. The energy above the lowest of the compared OMol25 structures with the same formula, charge and spin is 5.197 eV. As for the spin multiplicity: 1.


8.
Entry from OMol25: C5H6O in the gas phase (ωB97M-V with the def2-TZVPD basis set).

Last column: natural (NBO) charge in e.
CARTESIAN COORDINATES (ANGSTROEM)
O1 1.01 0.80 -2.26  -0.52
C1 -1.75 -1.20 0.83  -0.50
C2 -0.62 -0.74 0.41  0.17
C3 0.21 0.17 -1.61  0.42
C4 1.22 0.91 0.65  -0.62
C5 0.25 0.09 -0.13  -0.23
H1 -2.39 -0.34 0.66  0.25
H2 0.88 1.04 1.68  0.22
H3 2.19 0.40 0.66  0.23
H4 1.36 1.89 0.19  0.23
H5 -0.65 -0.34 -2.08  0.12
H6 -2.06 -2.18 1.18  0.24

The calculated total energy is -269.2773 a.u. As for the largest force on an atom: 1.4 eV Å⁻¹. As for the SMILES: C=C=C(C)C=O. The HOMO energy is -0.358 Ha. The energy above the lowest of the compared OMol25 structures with the same formula, charge and spin is 1.875 eV. As for the spin multiplicity: 1.


> Which value of spin multiplicity does entry 4 give?

1